15
Properties=species:S:1:pos:R:3:mulliken_charge:R:1 method="wB97M-V/def2-TZVPD" e_tot_ha=-382.75649 e_above_lowest_kj_mol=547.0 spin_multiplicity=1 orbital_gap_ha=0.3429 smiles="C=C(OC)OOC"
C -0.343 0.912 1.923 -0.6628
C -0.627 0.046 0.955 0.5777
O -0.685 -1.287 1.213 -0.3469
C -0.815 -2.217 0.153 -0.5852
O -0.701 0.474 -0.360 -0.2546
O 0.497 1.327 -0.453 -0.1972
C 1.186 1.366 -1.707 -0.5716
H 0.127 0.545 2.825 0.2339
H -0.373 1.969 1.695 0.2975
H -1.801 -2.131 -0.320 0.2719
H -0.027 -2.092 -0.598 0.2580
H -0.723 -3.202 0.624 0.2327
H 0.673 1.921 -2.508 0.2560
H 1.566 0.397 -2.063 0.2560
H 2.046 1.972 -1.380 0.2345